Entry from OMol25: C45H41N4OPSV as an isolated structure at a distorted geometry (wB97M-V/def2-TZVPD).

```
94
Properties=species:S:1:pos:R:3:lowdin_charge:R:1
V 0.546 0.208 -0.158 0.842
C -0.051 1.664 -5.542 -0.081
C -1.074 0.929 -4.958 -0.063
C -1.209 0.884 -3.578 -0.032
C -0.311 1.576 -2.769 -0.313
C 0.706 2.326 -3.359 -0.043
C 0.834 2.367 -4.738 -0.081
N -0.383 1.527 -1.349 -0.023
C -0.975 2.551 -0.726 -0.201
C -1.824 3.524 -1.321 0.009
C -2.331 4.532 -0.553 -0.051
C -2.008 4.670 0.821 -0.066
C -1.175 3.775 1.423 -0.021
C -0.674 2.696 0.662 -0.208
N 0.243 1.789 1.059 -0.082
N 0.874 1.944 2.180 0.109
C 1.898 1.040 2.288 -0.336
C 2.748 1.095 3.398 0.007
C 3.805 0.217 3.464 -0.042
C 4.004 -0.699 2.428 -0.043
C 3.125 -0.694 1.368 -0.113
N 2.081 0.141 1.294 -0.002
H 0.047 1.699 -6.619 0.107
H -1.780 0.395 -5.581 0.109
H -2.015 0.324 -3.125 0.113
H 1.395 2.866 -2.721 0.128
H 1.632 2.947 -5.186 0.113
H -2.074 3.445 -2.370 0.118
H -2.995 5.256 -1.008 0.112
H -2.420 5.497 1.383 0.108
H -0.883 3.868 2.459 0.112
H 2.551 1.828 4.166 0.124
H 4.479 0.238 4.310 0.119
H 4.827 -1.398 2.444 0.112
H 3.234 -1.383 0.540 0.111
C -3.349 -2.123 3.721 -0.033
C -1.922 -1.961 4.175 -0.267
C -1.638 -2.269 5.504 -0.037
C -0.355 -2.198 6.022 -0.062
C 0.695 -1.835 5.196 -0.069
C 0.434 -1.512 3.876 -0.090
C -0.857 -1.541 3.354 -0.308
P -1.036 -1.082 1.594 1.145
C -2.683 -0.318 1.397 -0.315
C -3.523 -0.809 0.393 -0.097
C -4.735 -0.204 0.115 -0.066
C -5.126 0.908 0.847 -0.064
C -4.309 1.385 1.857 -0.039
C -3.085 0.790 2.156 -0.280
C -2.303 1.315 3.327 -0.045
C -1.043 -2.691 0.758 -0.313
C -1.181 -3.929 1.379 -0.060
C -1.026 -5.093 0.642 -0.073
C -0.725 -5.017 -0.712 -0.070
C -0.586 -3.785 -1.332 -0.046
C -0.746 -2.603 -0.609 -0.322
C -0.628 -1.251 -1.210 -0.232
H -3.843 -2.874 4.337 0.088
H -3.432 -2.433 2.682 0.070
H -3.910 -1.191 3.824 0.088
H -2.452 -2.589 6.144 0.117
H -0.178 -2.446 7.060 0.110
H 1.709 -1.805 5.571 0.106
H 1.262 -1.250 3.232 0.070
H -3.238 -1.697 -0.158 0.104
H -5.372 -0.602 -0.663 0.108
H -6.070 1.394 0.642 0.108
H -4.625 2.242 2.440 0.118
H -2.548 2.361 3.504 0.080
H -1.226 1.239 3.192 0.047
H -2.552 0.762 4.236 0.089
H -1.377 -3.993 2.441 0.106
H -1.127 -6.055 1.126 0.107
H -0.599 -5.926 -1.287 0.107
H -0.366 -3.733 -2.393 0.112
H -1.612 -0.784 -1.286 0.040
H -0.257 -1.317 -2.239 0.032
C 3.053 -2.067 -2.536 -0.191
S 2.184 -0.523 -2.819 1.009
O 2.193 0.133 -1.439 -0.575
C 3.437 0.343 -3.738 -0.402
C 4.311 1.202 -3.095 -0.062
C 5.252 1.882 -3.854 -0.055
C 5.309 1.692 -5.228 -0.060
C 4.422 0.828 -5.857 -0.061
C 3.468 0.154 -5.111 -0.088
H 3.986 -1.862 -2.014 0.071
H 3.251 -2.528 -3.503 0.071
H 2.395 -2.709 -1.950 0.054
H 4.238 1.346 -2.025 0.114
H 5.941 2.562 -3.372 0.113
H 6.045 2.225 -5.815 0.113
H 4.462 0.692 -6.929 0.114
H 2.746 -0.492 -5.596 0.119
```

Gap between HOMO and LUMO (alpha / beta) ... 6.081 / 6.207 eV
Relative energy (zero: lowest compared OMol25 entry of this formula, charge and spin) ... 0.316 eV
Calculated total energy ... -101145.8955 eV
Spin multiplicity ... 3
Expectation value of S² ... 2.2202
E_HOMO (alpha / beta) ... -9.63 / -10.03 eV
Lowest unoccupied orbital energy (alpha / beta) ... -3.5 / -3.8 eV
Total charge ... +1